DFT (ωB97M-V with the def2-TZVPD basis set) results for 10 unconnected molecules or ions with the total composition C45H93F8N13O16S8 in a non-equilibrium geometry.

Each line ends with the Mulliken charge.
Geometry (Å):
C 4.495 1.497 2.386  -1.558
C 3.737 2.676 1.724  0.247
C 4.082 3.067 0.300  -0.870
C 2.988 3.868 -0.468  -1.032
N 3.114 3.797 -2.024  0.741
C 2.708 2.402 -2.539  -0.578
C 1.921 2.685 -3.791  -0.477
C 1.441 4.082 -3.849  -0.268
C 2.018 4.775 -2.582  -0.502
C 4.519 4.343 -2.524  -0.926
H 5.512 1.674 2.737  0.492
H 4.579 0.606 1.763  0.115
H 3.922 1.235 3.275  0.426
H 3.736 3.578 2.336  0.445
H 2.739 2.240 1.678  -0.182
H 4.395 2.195 -0.274  0.336
H 4.903 3.784 0.283  0.345
H 3.096 4.924 -0.220  0.766
H 2.019 3.430 -0.226  0.426
H 3.552 1.723 -2.660  0.500
H 1.948 2.065 -1.834  -0.157
H 2.676 2.433 -4.535  0.479
H 1.013 2.083 -3.845  0.211
H 1.531 4.631 -4.787  0.371
H 0.388 4.026 -3.576  -0.109
H 2.506 5.749 -2.605  0.446
H 1.223 4.919 -1.850  0.181
H 5.357 3.705 -2.243  0.314
H 4.624 5.304 -2.021  0.376
H 4.452 4.280 -3.610  0.425
C -4.696 -1.704 -8.192  -1.324
C -5.354 -1.075 -6.948  -0.551
C -4.455 -0.170 -6.151  -0.362
C -5.092 0.218 -4.780  -0.874
N -4.205 1.215 -4.010  0.662
C -4.927 1.539 -2.678  -0.395
C -4.493 2.949 -2.232  -0.484
C -3.952 3.624 -3.511  -0.589
C -4.043 2.627 -4.651  -0.672
C -2.821 0.631 -3.585  -0.534
H -3.793 -2.261 -7.944  0.335
H -4.404 -0.897 -8.864  0.351
H -5.335 -2.480 -8.613  0.391
H -5.636 -1.850 -6.235  0.346
H -6.285 -0.546 -7.154  0.392
H -4.015 0.619 -6.761  0.446
H -3.610 -0.828 -5.949  0.160
H -5.374 -0.603 -4.121  0.381
H -5.990 0.776 -5.045  0.417
H -4.807 0.831 -1.858  0.060
H -5.991 1.545 -2.913  0.625
H -3.700 2.812 -1.497  0.041
H -5.306 3.581 -1.874  0.477
H -2.904 3.876 -3.344  0.110
H -4.378 4.608 -3.704  0.383
H -3.133 2.596 -5.249  0.422
H -4.907 2.744 -5.306  0.446
H -2.358 0.236 -4.489  0.462
H -2.997 -0.107 -2.803  -0.488
H -2.307 1.462 -3.101  0.391
C 1.883 -1.271 -1.648  -1.512
C 0.418 -0.927 -2.052  -0.641
C -0.591 -1.519 -1.073  0.556
C -0.527 -1.021 0.359  0.163
N -1.821 -1.211 1.217  1.165
C -3.040 -0.395 0.602  1.018
C -3.451 0.603 1.571  -1.146
C -2.949 0.058 2.873  0.809
C -1.619 -0.574 2.588  0.231
C -2.159 -2.701 1.219  -0.054
H 2.574 -1.106 -2.475  0.598
H 1.896 -2.346 -1.468  0.583
H 2.280 -0.712 -0.800  0.111
H 0.115 -1.218 -3.058  0.509
H 0.341 0.148 -1.893  0.049
H -0.596 -2.609 -1.066  0.684
H -1.590 -1.211 -1.383  -0.856
H -0.352 0.053 0.410  0.661
H 0.176 -1.575 0.981  -0.857
H -3.791 -1.156 0.390  -0.180
H -2.873 0.194 -0.299  -0.475
H -4.521 0.780 1.455  0.581
H -2.937 1.524 1.298  0.222
H -3.584 -0.703 3.326  -0.021
H -2.801 0.823 3.635  -0.022
H -1.339 -1.321 3.331  -0.288
H -0.866 0.214 2.569  -0.530
H -2.428 -2.939 0.190  -0.703
H -2.924 -2.677 1.996  0.795
H -1.263 -3.211 1.573  -0.303
C 9.116 -1.458 1.495  -1.063
C 8.275 -2.317 2.473  -0.570
N 7.303 -3.168 1.757  0.243
C 7.312 -4.509 1.767  -0.335
C 6.336 -4.933 0.898  -0.464
N 5.701 -3.786 0.418  0.265
C 6.263 -2.687 0.997  -0.257
C 4.658 -3.711 -0.654  -0.619
H 9.781 -0.790 2.043  0.385
H 8.461 -0.941 0.793  0.321
H 9.839 -2.059 0.944  0.329
H 7.707 -1.663 3.135  0.278
H 8.809 -2.890 3.231  0.417
H 8.055 -4.962 2.406  0.455
H 5.938 -5.856 0.502  0.502
H 6.004 -1.675 0.720  0.360
H 3.981 -4.547 -0.477  0.334
H 5.116 -3.738 -1.642  0.573
H 4.093 -2.797 -0.468  -0.186
C -0.266 3.130 3.430  -0.728
C 0.298 4.404 4.023  -0.883
N 0.236 5.538 3.083  0.264
C 0.852 5.661 1.854  -0.163
C 0.573 6.920 1.319  -0.514
N -0.348 7.468 2.139  0.122
C -0.474 6.686 3.286  -0.294
C -0.987 8.760 1.877  -0.878
H 0.272 2.759 2.558  0.167
H -1.319 3.156 3.149  0.335
H -0.236 2.282 4.114  0.456
H 1.362 4.255 4.206  0.283
H -0.203 4.529 4.983  0.451
H 1.468 4.861 1.471  0.325
H 0.969 7.344 0.407  0.507
H -1.067 6.976 4.142  0.441
H -1.344 8.999 0.875  0.345
H -0.347 9.530 2.308  0.365
H -1.899 8.750 2.474  0.332
C -2.785 -5.950 2.750  -0.904
C -2.029 -6.070 4.097  -0.680
N -2.084 -4.858 4.817  0.299
C -3.129 -4.300 5.512  -0.532
C -2.675 -3.152 6.122  -0.685
N -1.347 -2.924 5.745  0.213
C -1.002 -4.041 4.978  -0.576
C -0.519 -1.769 6.041  -0.656
H -3.642 -5.285 2.854  0.344
H -3.136 -6.932 2.431  0.438
H -2.160 -5.503 1.977  0.153
H -0.976 -6.329 3.985  0.397
H -2.374 -6.876 4.745  0.427
H -4.095 -4.782 5.543  0.530
H -3.154 -2.352 6.668  0.745
H 0.023 -4.184 4.669  0.688
H -1.108 -0.904 5.736  0.183
H 0.403 -1.818 5.461  0.170
H -0.318 -1.671 7.107  0.393
N 3.959 -2.749 -5.994  -0.278
S 5.128 -2.869 -7.180  1.064
O 5.901 -4.146 -7.101  -0.549
O 5.799 -1.658 -7.629  -0.521
F 4.054 -3.122 -8.490  -0.332
S 4.852 -1.964 -5.050  1.051
O 4.582 -0.518 -4.956  -0.620
O 6.276 -2.241 -4.766  -0.605
F 4.197 -2.452 -3.681  -0.164
N -4.352 -2.148 -2.330  0.159
S -3.571 -3.539 -2.877  0.933
O -4.174 -4.264 -3.933  -0.532
O -2.820 -4.245 -1.866  -0.593
F -2.457 -2.655 -3.632  -0.227
S -5.444 -2.932 -1.729  0.839
O -5.213 -3.742 -0.508  -0.552
O -6.503 -3.440 -2.582  -0.664
F -6.189 -1.623 -1.110  -0.372
N 1.166 -2.806 2.930  0.389
S 1.837 -4.107 2.158  1.142
O 3.035 -4.717 2.709  -0.637
O 1.650 -4.132 0.749  -0.552
F 0.814 -5.176 2.559  -0.289
S 2.383 -1.892 2.948  0.118
O 3.325 -1.711 1.850  -0.221
O 3.030 -1.614 4.221  -0.778
F 1.621 -0.499 2.784  -0.200
N -3.726 0.696 5.974  -0.030
S -4.442 1.932 5.624  0.919
O -4.767 2.820 6.772  -0.644
O -5.430 1.753 4.567  -0.569
F -3.152 2.761 4.974  -0.246
S -5.074 -0.335 6.252  0.931
O -5.046 -1.555 5.410  -0.536
O -6.375 0.199 6.716  -0.531
F -4.644 -0.871 7.719  -0.308

Results
Frontier orbital gap, eV: 6.37
E_HOMO, eV: -11.772
Net charge: +2
Spin multiplicity: 1

DFT (ωB97M-V with the def2-TZVPD basis set) results for 8 unconnected molecules or ions with the total composition C45H95FN2O16S in a non-equilibrium geometry.

Each line ends with the Mulliken charge.
Geometry (Å):
C 6.938 -2.225 3.494  -0.401
C 5.892 -1.833 4.211  -0.356
C 4.478 -1.606 4.989  -0.333
C 3.238 -1.392 3.927  -0.011
C 2.111 -2.506 4.245  -1.414
C 1.144 -2.848 2.964  2.746
C 0.538 -1.397 2.581  -1.148
C -0.743 -1.438 1.596  -0.289
F -0.770 -0.219 0.792  -0.380
C -0.038 -3.884 3.443  -0.579
C 0.021 -4.462 4.965  -0.868
C 1.099 -5.645 5.180  -0.063
N 0.719 -6.913 5.433  -0.513
N -0.191 -5.023 2.446  0.090
C 0.742 -5.000 1.480  -0.685
C 1.746 -3.736 1.758  0.600
C 1.875 -3.108 0.269  -1.097
S 3.053 -1.670 0.129  -0.215
C 2.557 -0.607 -1.345  0.002
C 3.396 -1.003 -2.702  -0.667
C 3.153 -4.497 1.935  0.143
O 4.229 -3.999 2.421  -0.480
O 3.207 -5.843 1.456  -0.754
H 7.912 -2.755 3.198  0.315
H 4.610 -0.656 5.625  0.294
H 4.337 -2.527 5.662  0.300
H 2.797 -0.320 3.994  0.471
H 3.708 -1.519 2.884  -0.064
H 1.418 -2.047 5.066  0.421
H 2.670 -3.444 4.637  -0.087
H 0.191 -0.919 3.590  0.490
H 1.297 -0.665 2.123  0.320
H -0.857 -2.416 0.992  0.157
H -1.686 -1.390 2.285  0.308
H -1.125 -3.451 3.423  0.195
H 0.097 -3.616 5.765  0.238
H -1.027 -4.944 5.153  0.483
H 2.255 -5.486 5.183  0.316
H -0.318 -6.950 5.442  0.215
H -0.920 -5.752 2.389  0.315
H 0.772 -5.769 0.623  0.421
H 2.318 -3.957 -0.402  0.686
H 0.864 -2.830 -0.223  0.087
H 1.427 -0.724 -1.596  -0.118
H 2.797 0.518 -1.170  0.352
H 2.968 -0.381 -3.583  0.072
H 4.517 -0.755 -2.612  0.281
H 3.198 -2.119 -2.963  0.249
C 0.305 1.174 -5.647  -0.657
O 1.280 1.803 -4.825  -0.274
C 2.395 2.284 -5.576  -0.559
C 2.295 3.789 -5.816  -0.582
O 1.195 4.107 -6.667  -0.417
C 0.068 4.583 -5.940  -0.435
H -0.614 1.070 -5.068  0.016
H 0.084 1.758 -6.543  0.389
H 0.654 0.176 -5.933  0.371
H 2.490 1.741 -6.523  0.403
H 3.291 2.083 -4.981  0.362
H 3.202 4.123 -6.329  0.412
H 2.225 4.335 -4.868  0.283
H 0.242 5.616 -5.627  0.159
H -0.146 3.965 -5.065  0.252
H -0.801 4.559 -6.602  0.253
C 1.811 9.376 -2.305  -0.686
O 0.541 10.010 -2.381  -0.397
C -0.122 9.752 -3.619  -0.498
C -1.186 8.667 -3.463  -0.176
O -0.598 7.401 -3.163  -0.220
C -0.683 7.080 -1.780  -0.858
H 2.139 9.392 -1.263  0.255
H 1.772 8.337 -2.638  0.263
H 2.536 9.930 -2.909  0.327
H 0.601 9.484 -4.398  0.337
H -0.611 10.683 -3.918  0.364
H -1.714 8.556 -4.415  0.069
H -1.923 8.945 -2.701  0.327
H -1.702 6.766 -1.537  0.306
H -0.398 7.922 -1.145  0.344
H -0.003 6.248 -1.580  0.242
C -4.114 -2.890 -2.924  -0.789
O -4.296 -1.753 -2.090  -0.391
C -3.073 -1.313 -1.498  -0.316
C -2.504 -0.105 -2.240  -0.607
O -2.096 -0.454 -3.563  -0.321
C -3.048 -0.065 -4.545  -0.665
H -5.009 -3.011 -3.537  0.271
H -3.253 -2.779 -3.587  0.342
H -3.990 -3.785 -2.305  0.270
H -2.342 -2.129 -1.459  0.304
H -3.302 -1.015 -0.471  0.302
H -1.610 0.241 -1.712  0.407
H -3.223 0.721 -2.259  0.322
H -2.982 1.014 -4.712  0.337
H -4.068 -0.330 -4.256  0.166
H -2.807 -0.580 -5.478  0.275
C 0.091 -12.046 5.767  -0.743
O -0.943 -11.336 6.437  -0.378
C -1.010 -11.657 7.826  -0.472
C -0.346 -10.577 8.678  -0.457
O 1.060 -10.524 8.447  -0.395
C 1.425 -9.457 7.578  -0.793
H 0.257 -11.572 4.797  0.256
H 1.029 -12.029 6.325  0.323
H -0.221 -13.082 5.601  0.322
H -0.564 -12.640 8.021  0.319
H -2.070 -11.710 8.090  0.363
H -0.486 -10.829 9.735  0.384
H -0.808 -9.599 8.503  0.293
H 1.387 -8.510 8.123  0.302
H 0.777 -9.402 6.701  0.354
H 2.450 -9.626 7.241  0.323
C 7.893 -0.735 6.516  -0.908
O 6.858 -0.021 7.185  -0.341
C 6.794 -0.335 8.576  -0.490
C 7.457 0.751 9.421  -0.579
O 8.864 0.806 9.186  -0.371
C 9.226 1.867 8.312  -0.691
H 8.057 -0.267 5.544  0.285
H 8.832 -0.714 7.073  0.435
H 7.581 -1.771 6.358  0.348
H 7.241 -1.315 8.775  0.363
H 5.734 -0.387 8.843  0.363
H 7.320 0.505 10.479  0.377
H 6.994 1.728 9.241  0.335
H 9.188 2.818 8.852  0.328
H 8.576 1.916 7.435  0.286
H 10.251 1.696 7.975  0.247
C -7.665 1.924 -2.283  -0.804
O -6.924 0.965 -3.027  -0.362
C -7.111 -0.364 -2.539  0.404
C -8.103 -1.138 -3.406  -0.654
O -9.419 -0.591 -3.307  -0.383
C -9.747 0.230 -4.420  -0.728
H -7.688 2.855 -2.853  0.249
H -8.693 1.601 -2.106  0.352
H -7.167 2.111 -1.326  0.317
H -7.431 -0.353 -1.491  0.335
H -6.139 -0.862 -2.590  -0.231
H -8.159 -2.168 -3.039  0.360
H -7.772 -1.171 -4.450  0.339
H -9.976 -0.397 -5.286  0.327
H -8.940 0.923 -4.672  0.311
H -10.636 0.812 -4.165  0.248
C -4.595 6.668 -8.399  -0.662
O -4.423 7.932 -9.028  -0.385
C -4.728 9.019 -8.154  -0.514
C -3.457 9.646 -7.586  -0.608
O -2.774 8.741 -6.718  -0.245
C -1.666 8.116 -7.354  -0.672
H -4.105 5.911 -9.015  0.252
H -4.149 6.642 -7.402  0.242
H -5.661 6.431 -8.333  0.325
H -5.400 8.696 -7.351  0.325
H -5.253 9.770 -8.751  0.371
H -3.735 10.517 -6.983  0.375
H -2.795 9.992 -8.388  0.365
H -0.834 8.823 -7.422  0.351
H -1.918 7.750 -8.353  0.496
H -1.355 7.266 -6.742  -0.005

Results
Frontier orbital gap, eV: 7.40
E_HOMO, eV: -8.213
Net charge: 0
Spin multiplicity: 1

Question: The highest net charge belongs to which entry?
Answer: C45H93F8N13O16S8